[1]
Below is a molecular structure, C40H33FeN3O3P, with properties calculated with wB97M-V/def2-TZVPD.

Values from the calculation:
net charge = +1
2S+1 = 5
orbital gap (spin up / spin down) = 6.96 / 6.85 eV
relative energy (zero: lowest compared OMol25 entry of this formula, charge and spin) = 150.4 kJ/mol
highest occupied orbital energy (spin up / spin down) = -11.133 / -11.134 eV
total energy = -3538.87037 hartree

Positions of all 81 atoms, in Å:
1 N -0.213 0.399 -2.416
2 H 5.191 0.041 1.512
3 O 2.786 -0.147 2.522
4 C 1.488 -4.208 -1.332
5 C 5.291 -2.649 0.048
6 H 3.481 2.017 -1.605
7 H -3.954 -2.706 -1.736
8 H 5.053 -1.231 -3.013
9 C 6.632 0.810 -1.301
10 H 7.188 3.854 -2.667
11 H -5.393 0.834 -3.086
12 H 4.722 3.924 -2.524
13 C 5.260 3.052 -2.178
14 C 5.718 -3.917 -0.328
15 C -3.460 1.290 -3.883
16 C -0.503 3.294 0.415
17 Fe 0.389 -0.337 0.175
18 H -2.422 -0.326 2.958
19 H 5.149 -2.427 1.097
20 H -1.681 -3.770 -2.485
21 C 6.644 3.013 -2.260
22 C 4.562 1.974 -1.656
23 C 0.217 1.519 1.886
24 H 2.548 -2.946 0.040
25 N 2.281 -0.316 0.260
26 C -1.616 0.385 -2.655
27 C -3.145 -2.720 1.559
28 C 7.329 1.890 -1.819
29 C 5.660 -3.250 -2.633
30 C -4.967 -4.218 1.111
31 C 3.007 -0.338 -0.895
32 C 4.508 -0.300 -0.543
33 O 0.219 1.085 -1.414
34 H -3.163 1.581 1.636
35 H -4.098 -3.923 3.049
36 H 7.171 -0.071 -0.975
37 H -5.696 -4.938 1.457
38 C 5.900 -4.220 -1.667
39 O 2.557 -0.432 -2.019
40 C 5.241 -1.985 -2.261
41 H -2.626 3.445 0.122
42 C 5.244 0.846 -1.214
43 C -3.986 -2.956 -0.683
44 N 4.413 -0.104 0.892
45 P -1.772 -1.284 -0.396
46 H -3.842 1.882 -4.702
47 H 0.254 -5.286 -2.716
48 C -2.129 1.855 1.459
49 C 5.054 -1.676 -0.914
50 C -3.838 -0.072 -1.934
51 C -1.114 1.154 2.119
52 H 2.315 -4.899 -1.434
53 C -2.089 1.143 -3.715
54 C -4.326 0.701 -2.978
55 H 1.543 2.894 0.907
56 H 5.806 -3.479 -3.680
57 C -2.472 -0.284 -1.768
58 C 0.545 -2.245 -0.412
59 C -3.100 -2.360 0.218
60 H -1.503 0.589 4.140
61 C -1.447 0.121 3.156
62 H 6.238 -5.205 -1.960
63 C 0.509 2.602 1.045
64 H 5.912 -4.663 0.431
65 H -0.689 -0.662 3.217
66 C 3.143 -0.183 1.362
67 H -1.391 1.634 -4.379
68 C 0.317 -4.424 -2.065
69 H 0.485 0.186 -3.129
70 H 1.024 1.033 2.425
71 H -0.274 4.130 -0.231
72 H -4.540 -0.531 -1.250
73 C -0.631 -2.467 -1.105
74 C 1.626 -3.115 -0.495
75 C -4.076 -3.648 2.004
76 H 8.408 1.851 -1.883
77 C -0.760 -3.571 -1.952
78 C -4.918 -3.874 -0.234
79 C -1.827 2.907 0.616
80 H -5.606 -4.326 -0.935
81 H -2.436 -2.302 2.262

Atoms 1-2, force components in eV/Å:
N 0.19 0.36 0.01
H 0.03 -0.02 -0.03



[2]
Below is 3 unconnected molecules or ions with the total composition C17H36O8S2 at a distorted geometry, with properties calculated with wB97M-V/def2-TZVPD.

Values from the calculation:
SMILES = O=C(O)C[C@]1(S)OS(=O)(=O)O[C@H]1COO.CCCCCC.CCCCCC
orbital gap = 10.42 eV
highest occupied orbital energy = -10.410 eV
total energy = -2067.48442 hartree

Positions of all 63 atoms, in Å:
1 C 4.473 -4.024 -0.038
2 H -5.128 1.679 1.921
3 O 3.769 -5.011 -0.803
4 H -0.753 1.216 0.246
5 H -4.062 6.609 0.363
6 H -3.984 4.867 0.117
7 H -2.956 4.258 3.779
8 H -3.222 2.886 1.061
9 H 6.572 -3.444 0.007
10 O 1.101 -3.081 0.077
11 H -4.710 5.453 2.461
12 C -0.927 0.739 -0.726
13 H -2.866 1.617 -0.956
14 H -0.210 -1.965 -3.763
15 H -0.210 0.499 -3.479
16 H -0.548 3.036 -2.371
17 C -4.881 2.631 2.399
18 H 0.362 -2.183 -2.107
19 H -1.847 4.372 2.435
20 H 1.050 -0.088 -0.751
21 H 0.979 -4.946 -0.145
22 S 4.788 -4.436 1.733
23 O 4.091 -4.163 -3.209
24 H -5.052 3.479 4.400
25 C -3.656 5.502 2.176
26 H -1.377 -0.233 -0.505
27 H 5.923 -3.509 -1.681
28 H -3.245 6.385 2.674
29 C -1.927 1.579 -1.517
30 O 6.133 -6.125 -1.889
31 H 4.110 -1.860 0.083
32 C -0.220 -1.533 -2.761
33 H -4.634 1.759 4.370
34 C 6.485 -5.368 -0.803
35 H -5.514 3.385 1.923
36 H -2.224 3.572 -2.298
37 C 0.364 -0.124 -2.787
38 C -3.542 5.699 0.668
39 O 7.188 -5.826 0.008
40 H 5.749 -6.929 -1.512
41 C 3.584 -2.788 -0.156
42 H -2.496 5.793 0.366
43 C -1.455 3.008 -1.765
44 H 0.944 1.490 -1.495
45 H -6.281 2.281 4.010
46 O 2.015 -4.906 -2.525
47 H -1.255 3.521 -0.821
48 H 2.363 -3.343 1.622
49 O 3.051 -2.757 -1.498
50 C -5.227 2.535 3.881
51 C 5.903 -3.956 -0.682
52 H -2.798 2.133 2.579
53 C 2.289 -2.697 0.745
54 C -3.406 2.931 2.139
55 H 5.755 -3.530 2.000
56 H -2.160 1.100 -2.471
57 S 3.197 -4.247 -2.125
58 C -2.908 4.271 2.686
59 H 1.379 -0.175 -3.191
60 H 2.148 -1.689 1.143
61 O 0.746 -4.344 0.582
62 H -1.255 -1.536 -2.414
63 C 0.426 0.530 -1.408

Atoms 1-2, force components in eV/Å:
C 1.80 0.54 -0.17
H -0.01 0.03 -0.04



[3]
Below is a single H2N2O4S molecule at a distorted geometry, with properties calculated with wB97M-V/def2-TZVPD.

Values from the calculation:
2S+1 = 3
orbital gap (spin up / spin down) = 7.41 / 5.82 eV
relative energy (zero: lowest compared OMol25 entry of this formula, charge and spin) = 194.3 kJ/mol
highest occupied orbital energy (spin up / spin down) = -7.542 / -10.176 eV
total energy = -809.56677 hartree

Positions of all 9 atoms, in Å:
1 H 1.785 0.550 -0.796
2 N 1.249 -0.276 -0.720
3 O 0.192 0.423 2.043
4 N -0.739 0.237 1.252
5 S -0.467 -0.014 -0.623
6 O -1.222 -1.191 -0.741
7 H 1.816 -1.166 -0.733
8 O -1.880 0.239 1.620
9 O -0.735 1.198 -1.302

Atoms 1-2, force components in eV/Å:
H 0.23 1.03 -0.02
N -2.49 -1.40 -0.04



[4]
Below is 2 unconnected molecules or ions with the total composition C3H12N2S at a distorted geometry, with properties calculated with wB97M-V/def2-TZVPD.

Values from the calculation:
SMILES = CSC.NCN
orbital gap = 9.44 eV
relative energy (zero: lowest compared OMol25 entry of this formula, charge and spin) = 103.3 kJ/mol
highest occupied orbital energy = -8.715 eV
total energy = -629.14017 hartree

Positions of all 18 atoms, in Å:
1 C 1.040 2.281 0.652
2 N -3.255 -3.216 -0.540
3 H 0.835 1.550 1.475
4 H 0.093 2.261 0.062
5 C -2.566 -1.893 -0.007
6 H -3.499 -2.893 -1.504
7 H -3.329 -1.226 0.281
8 H -2.508 -3.882 -0.787
9 H 3.574 2.619 1.189
10 H 3.839 0.873 0.987
11 N -1.549 -1.396 -1.077
12 H -1.997 -2.338 0.813
13 H -0.768 -0.861 -0.570
14 S 2.250 1.676 -0.601
15 C 3.746 1.818 0.489
16 H 4.629 1.944 -0.134
17 H -1.845 -0.657 -1.699
18 H 1.311 3.340 0.970

Atoms 1-2, force components in eV/Å:
C -0.63 -0.02 -0.74
N 0.72 2.61 -1.20